{
  "formula": "C30H32CoN4O3STe",
  "method": "ωB97M-V/def2-TZVPD",
  "multiplicity": 2,
  "gap_ev": [7.78, 7.83],
  "e_above_lowest_ev": 0.908,
  "s_squared": 0.758,
  "symbols": ["Co", "N", "C", "C", "O", "O", "H", "H", "H", "H", "C", "C", "C", "C", "N", "C", "S", "N", "H", "H", "H", "H", "H", "C", "C", "C", "C", "C", "C", "Te", "N", "C", "O", "C", "C", "C", "C", "C", "C", "C", "C", "C", "C", "C", "C", "C", "C", "C", "C", "H", "H", "H", "H", "H", "H", "H", "H", "H", "H", "H", "H", "H", "H", "H", "H", "H", "H", "H", "H", "H", "H", "H"],
  "coordinates": [[-1.16694, 0.09862, 0.06890], [-2.83803, 1.14473, 0.02517], [-2.41548, 2.54702, 0.26228], [-1.24762, 2.54141, 1.25888], [-0.95068, 3.54551, 1.87491], [-0.63124, 1.40468, 1.31822], [-3.38678, 1.07354, -0.82589], [-3.43101, 0.83493, 0.79103], [-3.22213, 3.18707, 0.61705], [-2.03228, 2.94213, -0.67857], [-1.89182, -3.11593, -4.99362], [-1.88462, -2.40239, -3.67651], [-2.63247, -2.88298, -2.59489], [-2.49500, -2.21390, -1.40195], [-1.70542, -1.15473, -1.29175], [-1.07142, -0.68587, -2.40324], [-0.19648, 0.75334, -2.10316], [-1.12613, -1.31393, -3.58360], [-2.89598, -3.44630, -5.25925], [-1.25655, -4.00256, -4.92759], [-1.49792, -2.46460, -5.76946], [-3.26427, -3.75446, -2.68256], [-3.00242, -2.54030, -0.50018], [8.13617, 0.55217, 3.43207], [6.72119, 0.44266, 2.93268], [6.07790, 1.51845, 2.36056], [4.76506, 1.44063, 1.89366], [4.21329, 2.72110, 1.30369], [4.07735, 0.22102, 1.99979], [2.03759, 0.29581, 1.28995], [0.46873, -0.99343, 0.60434], [1.29753, -1.72027, -0.03163], [2.57816, -1.41525, 0.16810], [0.99683, -2.87702, -0.90583], [0.14585, -3.87421, -0.44246], [-0.10088, -4.99125, -1.22665], [0.48297, -5.09895, -2.48107], [1.31394, -4.08993, -2.95214], [1.58274, -2.98318, -2.16231], [1.28537, 0.26121, 3.27447], [1.26444, 1.54715, 3.81411], [0.81723, 1.76424, 5.10278], [0.38657, 0.68408, 5.86116], [0.39825, -0.58598, 5.31554], [0.84031, -0.83073, 4.01220], [0.75919, -2.24970, 3.51195], [4.71525, -0.88703, 2.60137], [4.04133, -2.20673, 2.86065], [6.02060, -0.75199, 3.04685], [8.54082, 1.54844, 3.25926], [8.78194, -0.16901, 2.92778], [8.18995, 0.34527, 4.50212], [6.60379, 2.46368, 2.26761], [4.75055, 2.97697, 0.38898], [4.36176, 3.53945, 2.01010], [3.15713, 2.69828, 1.05923], [-0.31194, -3.76888, 0.53444], [-0.75060, -5.77536, -0.85952], [0.29141, -5.97104, -3.09373], [1.75992, -4.16835, -3.93534], [2.23337, -2.19394, -2.51626], [1.55961, 2.39846, 3.20956], [0.78551, 2.76939, 5.50070], [0.03223, 0.83316, 6.87285], [0.05291, -1.42650, 5.90756], [-0.28837, -2.53878, 3.39750], [1.21827, -2.93591, 4.22461], [1.23444, -2.38648, 2.54904], [3.27805, -2.42765, 2.12829], [3.58906, -2.20452, 3.85626], [4.76810, -3.01865, 2.82917], [6.50351, -1.60976, 3.50364]],
  "atomic_forces_ev_per_a": [[0.36, -0.72, 0.30], [-0.22, 0.32, -0.03], [0.10, -0.07, 0.15], [0.00, 0.20, -0.08], [-0.04, -0.03, -0.03], [0.04, 0.00, 0.17], [0.09, -0.05, -0.01], [-0.04, 0.05, -0.05], [0.01, -0.01, 0.02], [-0.01, -0.01, -0.01], [0.01, 0.00, 0.01], [0.09, 0.16, 0.04], [0.00, 0.05, -0.03], [0.00, -0.19, 0.03], [-0.21, 0.05, -0.21], [0.09, -0.03, 0.07], [0.03, 0.09, -0.25], [-0.15, -0.15, -0.10], [-0.01, -0.01, 0.00], [0.00, 0.00, 0.00], [0.00, 0.00, 0.00], [0.00, 0.00, 0.00], [0.01, 0.00, -0.01], [0.00, -0.03, -0.02], [0.13, -0.02, 0.06], [0.00, 0.10, -0.02], [-0.08, -0.20, -0.01], [0.03, 0.03, 0.03], [0.16, -0.15, 0.14], [-0.23, 0.15, 0.16], [-0.62, 0.64, 0.32], [0.78, -0.18, -0.16], [-0.21, -0.33, -0.30], [-0.01, 0.03, 0.01], [-0.01, -0.01, -0.02], [0.01, 0.01, 0.01], [0.01, 0.02, -0.01], [-0.01, -0.01, 0.01], [0.05, -0.01, 0.01], [0.08, 0.07, -0.03], [0.04, 0.00, 0.01], [-0.01, 0.01, 0.01], [0.00, -0.01, -0.02], [0.01, 0.00, 0.03], [-0.02, -0.03, 0.04], [-0.09, 0.05, -0.05], [-0.07, 0.23, -0.05], [0.04, 0.05, 0.04], [-0.04, -0.02, -0.05], [0.00, 0.00, 0.00], [0.00, 0.01, 0.01], [-0.01, 0.00, 0.00], [-0.01, 0.00, 0.00], [0.00, -0.01, -0.01], [0.01, 0.00, -0.02], [-0.03, 0.03, -0.02], [0.02, -0.01, -0.01], [0.00, 0.00, 0.00], [0.00, 0.00, 0.00], [0.00, 0.00, 0.01], [-0.01, -0.01, 0.02], [-0.02, -0.01, 0.02], [0.01, 0.00, 0.01], [0.00, 0.00, 0.01], [0.00, 0.00, 0.00], [0.01, -0.01, 0.00], [0.00, 0.00, 0.01], [0.02, -0.01, -0.03], [-0.09, -0.02, -0.12], [-0.03, 0.00, -0.05], [0.02, 0.02, 0.04], [0.02, 0.00, 0.01]],
  "mulliken_charge": [-0.297, -0.344, -0.513, 0.440, -0.674, -0.351, 0.292, 0.289, 0.375, 0.257, -1.244, 1.209, -0.992, -0.428, 0.375, 0.293, -0.406, -0.517, 0.375, 0.206, 0.364, 0.404, 0.531, -1.529, 0.740, -0.758, 0.744, -2.025, 0.036, 0.463, 0.034, 0.247, -0.731, 0.204, 0.048, -0.887, -0.477, -0.870, -0.009, 1.212, -0.828, -0.747, -0.747, -0.748, 0.974, -1.290, 1.218, -1.397, -0.675, 0.352, 0.337, 0.334, 0.341, 0.365, 0.396, 0.302, 0.557, 0.427, 0.448, 0.417, 0.476, 0.314, 0.430, 0.392, 0.460, 0.462, 0.501, -0.270, -0.075, 0.241, 0.518, 0.431]
}

=====

{
  "formula": "C30H32CrN10O5S2",
  "method": "ωB97M-V/def2-TZVPD",
  "multiplicity": 2,
  "charge": 3,
  "gap_ev": [5.21, 5.73],
  "e_above_lowest_ev": 0.000,
  "s_squared": 0.780,
  "symbols": ["Cr", "S", "N", "C", "C", "C", "C", "C", "N", "C", "C", "N", "C", "C", "C", "C", "C", "N", "H", "H", "H", "H", "H", "H", "C", "C", "S", "O", "O", "C", "C", "N", "C", "N", "C", "C", "N", "O", "O", "C", "H", "H", "H", "H", "H", "H", "H", "H", "H", "H", "H", "H", "H", "N", "C", "C", "C", "C", "C", "N", "C", "H", "H", "H", "H", "C", "N", "C", "C", "C", "O", "H", "H", "H", "H", "H", "H", "H", "H", "H"],
  "coordinates": [[0.50470, 0.46580, 0.19950], [-3.12300, -4.06640, 4.87500], [-1.99990, -2.95170, 5.14100], [-1.58640, -2.44850, 3.98610], [-0.61110, -1.42090, 3.79490], [0.12460, -0.80830, 4.81740], [1.02600, 0.17960, 4.46820], [1.15790, 0.55700, 3.13420], [0.45620, 0.00940, 2.14630], [-0.39910, -0.98960, 2.46720], [-1.07670, -1.59010, 1.36060], [-0.77740, -1.07740, 0.14800], [-1.36450, -1.60760, -0.91770], [-2.24690, -2.68240, -0.84420], [-2.57820, -3.21430, 0.38740], [-1.99600, -2.65090, 1.53060], [-2.26320, -3.05270, 2.87560], [-3.13590, -3.96790, 3.27450], [-0.02060, -1.12190, 5.84040], [1.62330, 0.67170, 5.21770], [1.86080, 1.33690, 2.86010], [-1.13210, -1.15400, -1.86960], [-2.66830, -3.08380, -1.75170], [-3.26880, -4.03820, 0.48510], [-2.84040, 9.93780, 2.45130], [-3.43230, 8.56870, 2.27710], [-2.13230, 7.29010, 2.53930], [-1.04970, 7.48050, 1.61090], [-1.81400, 7.18720, 3.92690], [-2.89610, 5.64480, 2.05520], [-2.35720, 5.22290, 0.69450], [-2.10700, 3.79740, 0.57810], [-0.91690, 3.17300, 0.64780], [-1.04520, 1.86130, 0.41610], [-2.36340, 1.63470, 0.19720], [-3.03930, 2.82250, 0.30240], [-4.45950, 3.00550, 0.18810], [-5.07510, 2.01400, -0.10040], [-4.89410, 4.10840, 0.40880], [0.36530, 3.82560, 0.99350], [-3.62550, 10.68530, 2.30420], [-2.05970, 10.12560, 1.71830], [-2.44540, 10.08150, 3.45470], [-3.78890, 8.39230, 1.26630], [-4.19860, 8.34720, 3.01460], [-3.97750, 5.74520, 2.06110], [-2.58790, 4.97420, 2.85420], [-1.41640, 5.75650, 0.52940], [-3.07070, 5.50400, -0.08300], [-2.77260, 0.66530, -0.01090], [0.36640, 4.11760, 2.04610], [0.53940, 4.73270, 0.41360], [1.18890, 3.12520, 0.82360], [6.30990, 2.00950, -0.21140], [5.58020, 1.13230, -0.15470], [4.61400, 0.09180, -0.08410], [4.95970, -1.26280, -0.07050], [3.93350, -2.19110, -0.00630], [2.61810, -1.75570, 0.07140], [2.28550, -0.46330, 0.05330], [3.26770, 0.43560, -0.03320], [5.99690, -1.56060, -0.11310], [4.15250, -3.24660, -0.01290], [1.80310, -2.46410, 0.14280], [2.97870, 1.48720, -0.07900], [0.35420, -0.47150, -4.10590], [0.49450, 0.96520, -3.98820], [0.41320, 1.69930, -5.23270], [0.72350, 1.55420, -2.82830], [1.09210, 3.00690, -2.81840], [0.65690, 0.91400, -1.73980], [1.02470, -0.82820, -4.88920], [-0.66700, -0.74220, -4.38440], [0.62840, -0.95060, -3.16730], [-0.14680, 1.10590, -5.95080], [1.40220, 1.89340, -5.65080], [-0.10490, 2.64570, -5.09610], [1.86970, 3.20840, -3.55180], [1.46130, 3.27920, -1.83190], [0.23710, 3.63380, -3.06030]],
  "atomic_forces_ev_per_a": [[-0.38, 0.98, -1.50], [0.65, 0.66, -0.73], [0.47, 0.40, 0.64], [-1.04, -1.06, -0.17], [0.43, 0.63, -0.55], [0.02, 0.07, -0.40], [-0.12, -0.04, -0.12], [0.44, 0.46, 0.29], [0.06, -0.22, 0.27], [-0.28, -0.24, 0.78], [-0.69, -0.77, 0.04], [-0.15, -0.04, -0.01], [-0.10, -0.03, -0.46], [-0.01, -0.03, 0.27], [0.22, 0.29, -0.06], [0.41, 0.57, -0.63], [-0.04, -0.19, 1.45], [-0.36, -0.33, -0.73], [0.01, 0.00, 0.12], [0.10, 0.09, 0.05], [-0.01, 0.00, 0.03], [0.03, 0.01, -0.04], [-0.05, 0.01, -0.10], [-0.08, -0.08, 0.02], [0.05, 0.56, 0.03], [0.73, -1.12, 0.08], [-0.92, -0.17, -0.11], [0.27, 0.22, -0.55], [-0.13, -0.06, 0.56], [0.25, 0.86, 0.10], [-0.11, 1.00, 0.03], [0.13, -0.89, -0.11], [0.00, 0.51, 0.04], [0.49, -0.44, 0.05], [-1.22, 0.30, 0.02], [1.04, -1.08, -0.06], [0.22, 0.05, 0.07], [-0.37, -0.36, -0.16], [-0.31, 0.31, 0.00], [-0.03, 0.22, 0.10], [0.08, -0.13, -0.01], [0.07, 0.02, 0.03], [0.07, -0.04, 0.01], [-0.18, 0.00, -0.12], [-0.13, -0.11, 0.00], [-0.04, -0.05, 0.08], [0.03, 0.01, 0.10], [-0.11, -0.20, -0.10], [0.29, -0.08, 0.02], [-0.12, -0.06, -0.02], [0.10, 0.02, 0.00], [0.07, -0.04, -0.01], [0.04, 0.10, 0.00], [0.43, 0.50, -0.03], [-0.12, -0.12, 0.00], [-0.49, -0.30, 0.04], [-0.30, 0.22, -0.01], [-0.15, 0.11, 0.02], [0.06, -0.65, -0.01], [0.25, 0.00, 0.14], [0.45, 0.38, -0.05], [0.07, -0.05, -0.01], [-0.05, -0.12, 0.04], [-0.01, -0.02, 0.01], [0.11, -0.08, 0.02], [-0.04, -0.59, 0.10], [0.12, 0.04, 1.11], [0.10, 0.58, -0.63], [-0.12, 0.56, -1.36], [0.06, -0.10, 0.21], [-0.06, -0.99, 2.07], [-0.04, 0.04, 0.03], [0.04, 0.06, 0.03], [-0.01, 0.02, -0.14], [-0.02, -0.01, 0.05], [0.02, -0.04, 0.03], [0.00, -0.04, -0.02], [0.02, 0.04, -0.07], [-0.04, 0.01, -0.02], [-0.12, 0.06, -0.04]],
  "mulliken_charge": [0.293, 0.302, -0.655, 0.590, 0.053, -0.516, -1.114, -0.332, 0.522, 0.239, -0.353, 1.049, -0.706, -0.875, -0.720, 0.410, 0.735, -0.642, 0.623, 0.486, 0.616, 0.361, 0.533, 0.608, -1.250, -0.415, 1.256, -0.694, -0.663, -0.983, -1.326, 0.405, 0.530, 1.224, -1.315, -0.142, 1.054, -0.601, -0.585, -1.196, 0.371, 0.352, 0.356, 0.382, 0.409, 0.610, 0.403, 0.661, 0.441, 0.774, 0.350, 0.564, -0.148, -0.329, -0.362, 0.031, -0.200, -1.011, -0.324, 0.594, 0.051, 0.573, 0.482, 0.532, 0.506, -1.107, 0.142, -1.076, 0.790, -1.521, -0.525, 0.467, 0.377, 0.300, 0.422, 0.351, 0.409, 0.499, 0.199, 0.402]
}

=====

{
  "formula": "C30H32IrN5O3S",
  "method": "ωB97M-V/def2-TZVPD",
  "charge": 2,
  "gap_ev": 7.13,
  "e_above_lowest_ev": 2.346,
  "symbols": ["Ir", "C", "C", "N", "N", "C", "O", "C", "C", "C", "C", "C", "C", "C", "C", "C", "C", "C", "N", "H", "H", "H", "H", "H", "H", "H", "H", "H", "H", "H", "H", "C", "C", "O", "N", "C", "C", "C", "C", "C", "C", "N", "H", "H", "H", "H", "H", "H", "H", "H", "H", "H", "C", "C", "C", "C", "C", "C", "C", "S", "C", "O", "H", "H", "H", "H", "H", "H", "H", "H", "H", "H"],
  "coordinates": [[-1.12291, 0.05840, 1.02114], [2.84827, 0.43685, 2.81832], [1.43381, 0.12861, 2.46525], [0.88099, 0.49152, 1.36048], [1.56771, 1.12009, 0.38381], [0.74974, 1.56944, -0.54409], [-0.52368, 1.38342, -0.49004], [1.32006, 2.33625, -1.66224], [2.69746, 2.53904, -1.74290], [3.22151, 3.29868, -2.77410], [2.37511, 3.85913, -3.72432], [1.00378, 3.65149, -3.64926], [0.47508, 2.89168, -2.61953], [0.52702, -0.55189, 3.37700], [0.89443, -0.98738, 4.63920], [-0.06191, -1.54459, 5.47182], [-1.37166, -1.64442, 5.02809], [-1.67182, -1.19919, 3.75601], [-0.74223, -0.68108, 2.94195], [3.32739, 0.94900, 1.99057], [3.40684, -0.47207, 3.05074], [2.87341, 1.08219, 3.69882], [3.34239, 2.10108, -0.99400], [4.28829, 3.47006, -2.83133], [2.78738, 4.46990, -4.51674], [0.35227, 4.09489, -4.39016], [-0.59193, 2.73433, -2.54240], [1.91338, -0.86173, 4.97555], [0.21152, -1.88539, 6.46130], [-2.14881, -2.04858, 5.66047], [-2.67668, -1.25727, 3.36514], [-4.32672, 2.80821, 2.40977], [-3.68299, 1.78918, 1.52977], [-2.59102, 1.28812, 1.90033], [-4.30471, 1.45990, 0.40286], [-3.70553, 0.57821, -0.58947], [-3.77258, -0.84728, -0.12028], [-4.83295, -1.68397, -0.41540], [-4.84128, -2.97379, 0.09114], [-3.78636, -3.38997, 0.88722], [-2.76097, -2.50412, 1.14962], [-2.75173, -1.25947, 0.66415], [-3.65524, 3.66403, 2.48346], [-4.44114, 2.40489, 3.41496], [-5.29122, 3.13824, 2.03257], [-5.21324, 1.85324, 0.21780], [-2.66237, 0.85930, -0.71112], [-4.19821, 0.71316, -1.54902], [-5.64378, -1.32748, -1.03632], [-5.65638, -3.64698, -0.13844], [-3.75582, -4.38519, 1.30689], [-1.92184, -2.78568, 1.76967], [4.48994, 0.29866, -4.51830], [3.66256, -0.25199, -3.39229], [4.26905, -0.67240, -2.20947], [3.51878, -1.19976, -1.17090], [2.14688, -1.32175, -1.33268], [1.51309, -0.90438, -2.49518], [2.27842, -0.37685, -3.51861], [1.22067, -2.02934, -0.01152], [0.94315, -3.65205, -0.68733], [-0.21236, -1.42162, -0.10759], [5.39754, 0.77143, -4.14633], [3.92885, 1.02051, -5.10964], [4.79430, -0.51045, -5.18582], [5.34308, -0.58555, -2.10287], [3.99568, -1.51142, -0.24872], [0.43668, -0.98382, -2.58892], [1.79654, -0.05532, -4.43363], [0.60327, -3.56268, -1.71689], [0.19367, -4.14785, -0.07201], [1.89003, -4.18834, -0.63604]],
  "atomic_forces_ev_per_a": [[2.98, -2.30, 1.09], [0.03, -0.23, -0.14], [0.38, 0.02, -0.02], [-1.30, 1.54, 0.05], [0.43, 0.19, 0.27], [-0.08, -0.14, 0.25], [-1.25, -0.16, -0.98], [-0.08, 0.11, 0.06], [0.01, 0.04, 0.03], [-0.03, -0.01, 0.00], [0.03, -0.03, 0.04], [0.02, 0.01, -0.05], [-0.02, -0.02, -0.02], [0.00, 0.19, 0.16], [-0.03, 0.03, 0.10], [0.02, -0.04, 0.01], [0.05, 0.05, 0.06], [0.18, 0.04, 0.13], [-1.47, -0.67, -0.24], [0.01, 0.02, 0.01], [0.00, 0.01, 0.02], [-0.01, -0.01, 0.00], [0.00, 0.03, 0.00], [0.00, -0.01, 0.00], [-0.01, -0.01, -0.02], [-0.02, -0.01, 0.01], [0.00, 0.00, 0.00], [0.01, -0.02, -0.04], [-0.01, 0.01, 0.00], [-0.02, -0.01, -0.03], [-0.01, 0.08, 0.03], [0.00, -0.02, 0.15], [0.08, -0.04, 0.10], [0.51, 0.61, 0.11], [0.22, 0.12, -0.13], [-0.02, -0.20, -0.03], [0.05, -0.27, 0.11], [0.02, -0.02, -0.04], [-0.01, -0.04, -0.02], [-0.02, 0.00, -0.01], [0.06, -0.03, -0.06], [-0.68, 1.13, -0.51], [0.00, 0.00, -0.04], [-0.01, -0.03, -0.02], [-0.01, 0.00, 0.01], [0.04, 0.12, 0.03], [-0.06, 0.13, -0.28], [-0.17, 0.00, 0.09], [0.02, -0.01, -0.03], [-0.01, 0.01, 0.02], [0.02, -0.01, -0.02], [0.04, -0.03, -0.09], [-0.02, -0.07, 0.02], [0.05, -0.05, -0.04], [-0.01, -0.03, -0.03], [0.00, -0.02, 0.03], [0.10, 0.09, -0.08], [-0.03, -0.15, -0.05], [0.01, -0.04, 0.00], [0.04, 0.11, -0.05], [-0.23, -0.09, 0.04], [0.13, -0.03, 0.02], [-0.01, 0.03, -0.01], [0.00, 0.02, 0.02], [0.00, 0.00, -0.01], [-0.01, 0.03, 0.03], [0.02, 0.02, -0.01], [0.00, 0.02, -0.02], [-0.01, 0.05, 0.02], [0.00, 0.02, 0.00], [0.06, -0.03, 0.03], [0.01, 0.02, -0.03]],
  "mulliken_charge": [2.648, -2.009, 1.575, 0.538, -0.792, -0.186, -0.911, 0.722, -0.212, -0.909, -0.426, -0.865, -0.096, 0.350, -0.927, -0.555, -1.010, -0.109, -0.230, 0.323, 0.438, 0.472, 0.480, 0.463, 0.439, 0.449, 0.449, 0.517, 0.459, 0.454, 0.599, -1.292, 0.675, -0.900, 0.044, -0.956, 0.876, -0.979, -0.420, -1.080, -0.215, 0.161, 0.316, 0.316, 0.411, 0.319, -0.192, 0.730, 0.548, 0.442, 0.491, 0.702, -1.794, 0.873, -0.850, -0.643, 0.818, -0.404, -0.778, 0.379, -1.098, -0.758, 0.413, 0.378, 0.409, 0.407, 0.457, 0.416, 0.424, 0.368, 0.435, 0.412]
}

=====

| no. | E (eV) |
| --- | --- |
| 1 | -99488.7191 |
| 2 | -106832.8541 |
| 3 | -58884.1011 |